A cluster of 2 separate species, C3H6NO2 in total at a distorted geometry. Source: the Open Molecules 2025 dataset; level of theory: wB97M-V/def2-TZVPD.

ORCA input file:
```
! RIJCOSX wB97M-V def2-TZVPD def2/J DEFGRID3
* xyz -1 1
O 1.19 -0.98 -0.49
C -0.03 -0.68 -0.32
N -0.47 0.32 0.42
C 1.60 1.96 0.95
O 1.39 2.26 2.11
C -1.14 -1.60 -0.91
H -1.51 0.17 0.57
H 2.51 1.35 0.63
H 1.05 2.56 0.22
H -1.04 -1.96 -1.95
H -1.48 -2.34 -0.13
H -2.06 -1.05 -1.09
*
```

Computed properties:
HOMO-LUMO gap = 7.775 eV
relative energy (zero: lowest compared OMol25 entry of this formula, charge and spin) = 51.9 kcal/mol
DFT total energy = -8792.965 eV
LUMO = 4.3 eV

Results of the natural (NBO) charge analysis, in e, for atoms 1 through 8: atom 1 (O): -0.7866, atom 2 (C): 0.5846, atom 3 (N): -0.9038, atom 4 (C): 0.3151, atom 5 (O): -0.5936, atom 6 (C): -0.7265, atom 7 (H): 0.3004, atom 8 (H): 0.1227

---

A cluster of 8 separate species, C27H76N6O8 in total at a distorted geometry. Source: the Open Molecules 2025 dataset; level of theory: wB97M-V/def2-TZVPD.

ORCA input file:
```
! RIJCOSX wB97M-V def2-TZVPD def2/J DEFGRID3
* xyz 0 1
C 3.80 1.20 -3.30
O 4.62 0.71 -2.27
C 4.02 -0.41 -1.71
C 5.05 -0.92 -0.65
C 6.32 -1.41 -1.34
N 4.37 -2.00 0.09
H 3.72 0.47 -4.05
H 4.30 2.10 -3.69
H 2.80 1.49 -2.95
H 3.01 -0.17 -1.30
H 3.86 -1.27 -2.46
H 5.25 -0.07 0.03
H 6.43 -0.76 -2.19
H 6.16 -2.43 -1.64
H 7.11 -1.29 -0.59
H 4.87 -2.55 0.76
H 3.62 -1.58 0.64
C -3.88 1.89 4.64
O -3.27 1.76 3.32
C -4.33 1.73 2.32
C -3.65 1.35 1.02
C -3.16 2.50 0.18
N -4.58 0.55 0.22
H -4.62 2.71 4.68
H -3.07 1.89 5.42
H -4.50 1.02 4.80
H -5.06 0.93 2.53
H -4.90 2.68 2.24
H -2.76 0.74 1.28
H -3.87 3.32 0.18
H -3.09 2.21 -0.84
H -2.15 2.82 0.50
H -4.08 0.22 -0.62
H -4.80 -0.23 0.82
C 0.70 3.51 -4.51
O -0.49 2.71 -4.57
C -0.98 2.63 -5.89
C -1.93 1.53 -5.89
C -1.18 0.24 -5.68
N -2.66 1.68 -7.13
H 1.59 3.16 -5.06
H 1.08 3.50 -3.48
H 0.50 4.53 -4.83
H -1.42 3.65 -6.10
H -0.22 2.47 -6.64
H -2.51 1.73 -5.01
H -1.79 -0.46 -5.08
H -0.20 0.48 -5.26
H -1.01 -0.13 -6.72
H -3.13 2.60 -7.23
H -3.33 0.94 -7.26
C -2.42 -3.71 3.65
O -2.89 -3.34 2.33
C -1.90 -3.62 1.38
C -2.62 -3.70 0.04
C -3.07 -2.27 -0.29
N -3.69 -4.65 -0.04
H -2.25 -4.80 3.91
H -3.22 -3.36 4.36
H -1.56 -3.09 3.86
H -1.09 -2.91 1.38
H -1.31 -4.58 1.62
H -1.81 -4.08 -0.60
H -2.13 -1.78 -0.67
H -3.58 -1.78 0.54
H -3.73 -2.19 -1.15
H -3.21 -5.51 0.10
H -4.32 -4.50 0.72
C 0.47 4.33 -0.52
O 0.06 4.69 0.77
C 0.74 3.90 1.69
C 0.30 4.24 3.16
C 1.06 3.41 4.11
N -1.14 4.37 3.28
H 1.59 4.20 -0.51
H 0.19 5.13 -1.26
H 0.05 3.35 -0.84
H 0.62 2.86 1.47
H 1.81 4.12 1.65
H 0.59 5.30 3.22
H 0.96 3.82 5.13
H 2.13 3.55 3.94
H 0.83 2.36 4.11
H -1.31 5.08 2.56
H -1.64 3.49 3.04
C 2.33 -3.54 4.98
O 1.45 -2.53 4.55
C 1.72 -1.99 3.22
C 1.02 -0.60 3.19
C -0.48 -0.68 3.17
N 1.53 0.31 2.16
H 2.14 -3.71 6.13
H 3.39 -3.26 4.85
H 2.23 -4.44 4.38
H 2.80 -1.92 3.10
H 1.31 -2.69 2.43
H 1.37 -0.12 4.12
H -0.87 -1.31 3.96
H -0.79 -1.08 2.20
H -0.90 0.32 3.17
H 2.51 0.38 2.25
H 1.30 0.04 1.22
C -0.01 -0.06 -2.06
C 0.28 -1.54 -1.69
O 0.70 -1.68 -0.33
H -0.97 0.38 -1.67
H 0.04 0.01 -3.17
H 0.77 0.52 -1.55
H 1.19 -1.80 -2.25
H -0.56 -2.18 -1.90
H 1.39 -2.34 -0.34
C 2.58 -4.76 -1.91
O 2.46 -3.85 -0.80
H 1.56 -4.85 -2.39
H 3.35 -4.29 -2.60
H 2.82 -5.73 -1.57
H 3.21 -3.25 -0.72
*
```

Computed properties:
HOMO-LUMO gap = 9.039 eV
SMILES string = COC[C@H](C)N.COC[C@H](C)N.COC[C@H](C)N.COC[C@H](C)N.COC[C@H](C)N.COC[C@H](C)N.CCO.CO
relative energy (zero: lowest compared OMol25 entry of this formula, charge and spin) = 38.1 kcal/mol
DFT total energy = -54546.468 eV
LUMO = 0.5 eV

Results of the Löwdin charge analysis, in e, for atoms 1 through 8: atom 1 (C): -0.1072, atom 2 (O): -0.1794, atom 3 (C): -0.2276, atom 4 (C): -0.3895, atom 5 (C): -0.0382, atom 6 (N): 0.0370, atom 7 (H): 0.0737, atom 8 (H): 0.1043